150
Properties=species:S:1:pos:R:3:forces:R:3 method="wB97M-V/def2-TZVPD" multiplicity=1 homo_ha=-0.336 gap_ev=9.56 e_above_lowest_ev=0.000 total_charge=0 largest_force_ev_per_a=3.31 e_lumo_ev=0.4
C 16.363095 16.510168 12.908905 1.546 -0.266 -0.145
C 16.563408 17.217194 11.598404 -0.570 1.547 -0.482
C 16.851427 18.727134 11.769118 0.248 -0.574 0.006
O 17.505630 16.601427 10.728147 0.426 -0.259 0.648
H 17.322224 16.617200 13.483613 -0.843 -0.362 -0.164
H 16.153287 15.466738 12.675412 -0.009 -0.122 0.437
H 15.558371 16.948993 13.476130 -0.298 0.105 0.197
H 15.666831 17.147162 11.003962 -0.615 0.038 0.012
H 16.022836 19.163020 12.338190 0.112 0.152 -0.265
H 16.971793 19.198157 10.781232 -0.202 -0.068 0.419
H 17.769657 18.901521 12.356080 -0.200 -0.130 -0.179
H 18.358168 16.647134 11.170300 0.286 -0.127 -0.206
C 15.264360 11.641389 9.639512 -1.490 1.018 -1.156
C 15.137552 11.490218 11.101052 -0.157 0.464 1.729
C 16.332588 12.151982 11.897701 0.385 -1.097 -0.598
O 13.891315 12.128100 11.485426 0.523 -0.505 0.849
H 14.458196 11.107405 9.132811 0.310 -0.617 -0.009
H 16.221408 11.429978 9.235051 0.867 -0.560 -0.279
H 15.005532 12.648118 9.328175 0.332 0.653 0.233
H 15.023382 10.382402 11.243340 0.379 0.810 0.707
H 17.180810 11.424358 11.772520 -0.406 0.819 0.125
H 16.178791 12.260795 12.999533 -0.261 -0.011 -0.953
H 16.639581 13.136938 11.445399 -0.470 -0.938 0.440
H 13.853011 12.173881 12.485662 0.178 -0.053 -0.964
C 14.130283 15.692342 9.267578 0.341 0.622 0.587
C 15.067695 16.055342 8.089852 -1.725 -0.923 -0.362
C 14.180317 16.640365 6.991003 -0.153 -1.054 0.353
O 16.036395 17.002593 8.401780 1.332 -0.920 1.787
H 13.750678 16.643399 9.714976 0.259 -0.691 -0.199
H 14.664111 15.104865 10.048071 -0.335 0.381 -0.334
H 13.253394 15.120166 8.934350 0.342 0.063 0.015
H 15.483722 15.067630 7.767324 0.180 0.723 -0.160
H 13.599219 17.469562 7.383846 0.013 0.204 0.026
H 13.481337 15.844090 6.699324 0.044 0.307 -0.152
H 14.742293 16.948089 6.128924 0.300 0.210 -0.372
H 16.572248 16.604600 9.162494 -0.544 1.070 -1.440
C 12.212438 17.428676 12.480286 -0.339 -3.087 -1.143
C 12.513562 18.755735 12.919682 0.201 2.411 1.453
C 11.927225 19.780947 11.984752 0.203 0.376 0.541
O 11.994146 18.945916 14.294485 -0.504 -0.805 -0.794
H 12.590817 16.723911 13.208284 0.307 -0.397 -0.044
H 12.638184 17.168664 11.465301 -0.323 0.434 1.197
H 11.145024 17.207922 12.434534 -0.185 0.275 -0.117
H 13.563794 18.831855 13.089555 1.121 0.366 -0.486
H 12.376102 19.829590 10.991220 -0.156 -0.391 0.057
H 11.990317 20.770050 12.404641 0.191 0.575 0.203
H 10.882810 19.531440 11.991190 -0.694 0.040 -0.655
H 12.134187 19.844048 14.599842 0.127 0.154 -0.229
C 10.037575 9.569925 11.014511 -1.164 -0.970 -0.484
C 10.568504 8.959056 12.250342 0.607 -0.089 1.808
C 11.983409 9.325285 12.625855 -0.359 0.801 0.192
O 9.812417 9.463079 13.362264 -0.262 -0.419 0.499
H 10.383532 8.970109 10.182103 0.054 0.214 -0.541
H 10.250446 10.612659 10.892660 0.291 0.582 -0.002
H 8.938586 9.440513 11.091829 0.419 0.198 -0.469
H 10.546225 7.861745 12.194092 -0.513 0.066 0.067
H 12.575288 9.058819 11.775480 0.909 -0.050 -0.370
H 12.328789 8.793611 13.542572 -0.265 0.502 -0.674
H 11.977031 10.436723 12.743612 0.462 -0.844 0.142
H 8.904531 9.150510 13.320711 -0.097 -0.064 -0.066
C 7.965693 12.339863 12.491068 -1.193 0.387 -1.055
C 7.176736 13.028900 13.584865 -0.879 -1.262 0.601
C 8.019678 13.498030 14.716835 0.216 1.405 -0.426
O 6.371422 14.087361 13.103348 0.187 -0.046 -1.269
H 8.774065 12.992130 12.103747 -0.371 -0.593 0.105
H 7.253517 12.019563 11.672807 0.761 0.648 0.489
H 8.299278 11.408585 12.883746 0.920 -0.551 0.318
H 6.492612 12.268499 14.023236 0.084 0.220 -0.345
H 7.346307 14.027239 15.430904 0.851 -0.529 -0.104
H 8.762372 14.211789 14.295594 -0.311 -0.134 0.456
H 8.571217 12.655045 15.086905 0.198 -0.253 0.833
H 6.643102 14.129564 12.160769 -0.451 0.697 0.551
C 11.636601 11.881292 17.462266 0.549 -1.948 1.507
C 11.605124 10.831084 16.364979 -0.594 -0.017 -0.584
C 11.735767 9.380590 16.799326 -0.854 -0.179 0.184
O 10.302489 11.016524 15.811699 0.249 -0.423 -1.173
H 12.357491 11.556507 18.211890 0.609 0.266 -0.002
H 10.728569 11.878643 18.070252 -0.359 -0.090 -0.570
H 11.846380 12.873757 17.181167 0.286 1.116 -0.698
H 12.437509 10.913974 15.599469 -0.881 0.741 0.533
H 12.733557 9.268434 17.181140 0.556 -0.517 0.264
H 11.576957 8.709508 15.913685 0.208 0.545 0.779
H 10.992362 9.114473 17.584066 0.468 0.154 -0.468
H 10.218748 10.367686 15.085404 -0.190 0.411 0.102
C 17.938646 9.329901 15.086564 0.794 -2.230 1.118
C 16.790150 10.222546 15.415098 0.435 0.060 0.283
C 15.545618 9.784021 14.712159 -0.711 -1.367 0.992
O 16.581314 10.214854 16.854965 -0.455 0.047 -0.386
H 18.222972 9.225633 14.036917 -0.342 0.308 -0.018
H 17.637252 8.268843 15.456791 0.740 1.660 -0.555
H 18.848243 9.652664 15.638017 -0.449 -0.305 -0.276
H 17.010931 11.240860 15.105663 0.014 0.340 -0.007
H 15.328547 8.677759 14.749653 0.253 1.062 0.525
H 15.628215 9.976930 13.685386 0.282 0.512 -1.587
H 14.704742 10.359110 15.063490 -0.582 0.009 0.146
H 17.329869 10.619391 17.316907 -0.080 -0.157 -0.394
C 16.948842 13.772079 17.695686 -0.040 0.054 0.418
C 15.440484 13.545231 17.674961 0.074 -0.275 -1.442
C 14.620716 14.783330 17.544339 -1.770 1.665 -1.090
O 15.164897 12.780974 16.456056 -0.190 -0.793 0.286
H 17.411094 12.813086 17.768767 0.476 -0.843 0.266
H 17.342243 14.374389 18.521559 -0.352 0.029 -0.075
H 17.329838 14.162889 16.754312 -0.406 0.359 -0.102
H 15.025828 12.982746 18.514033 0.525 -0.077 0.216
H 13.535017 14.550448 17.548219 0.539 -0.226 -0.163
H 14.748541 15.424832 16.613173 0.346 -1.113 0.883
H 14.684875 15.483054 18.365015 0.573 0.049 0.498
H 15.300474 11.804387 16.568777 0.149 1.187 0.448
C 8.816434 13.742088 8.049561 -0.056 0.715 -0.765
C 10.008694 13.553289 8.950970 0.595 -1.179 -0.163
C 11.279475 13.190472 8.123638 -0.319 0.092 1.174
O 10.191148 14.723617 9.726574 1.363 0.220 0.750
H 7.844490 13.930417 8.544322 0.679 -0.153 -0.019
H 8.733451 12.896546 7.358624 -0.137 -0.007 0.256
H 9.067511 14.611827 7.421681 -0.376 -0.070 0.075
H 9.808359 12.676854 9.584966 0.041 0.178 0.321
H 11.065199 12.356306 7.473178 -0.068 -0.548 0.007
H 12.138971 12.930185 8.798852 -0.700 0.352 -0.678
H 11.506174 14.000658 7.451382 0.405 0.572 -0.074
H 11.049261 14.669129 10.256973 -1.129 -0.248 -0.611
C 12.462871 13.905399 14.067304 1.953 -0.029 0.362
C 11.665074 13.704706 12.796318 -0.124 -0.498 0.140
O 12.250693 14.224715 11.601472 0.107 -0.088 0.170
O 13.631350 12.938265 14.152612 -1.604 1.054 -0.329
H 11.885021 13.717416 14.964733 -0.525 0.015 -0.129
H 12.879758 14.935371 14.163082 -0.340 -0.810 -0.239
H 10.662727 14.122927 12.862203 0.119 0.604 0.315
H 11.432260 12.635352 12.745419 0.346 -0.224 -0.399
H 13.013001 13.663032 11.338773 -0.331 0.041 0.208
H 13.904835 12.957191 15.093178 0.282 -0.042 -0.443
C 10.431241 16.317492 16.687232 0.648 -1.091 -0.182
C 8.985311 16.702511 16.362175 1.817 -0.548 0.718
O 8.195294 16.347710 17.458344 0.063 -0.128 0.845
O 11.235914 16.187270 15.452867 -1.127 1.092 1.408
H 10.494830 15.320694 17.213519 -0.220 0.977 -0.637
H 10.832283 17.084423 17.372176 0.258 -0.320 -0.290
H 8.691836 16.121540 15.527157 -0.390 0.009 -1.226
H 9.031625 17.774960 16.222042 -0.567 0.353 -0.565
H 7.379112 16.819649 17.367049 -0.787 0.235 0.072
H 11.222581 17.094135 15.088452 0.340 -0.372 -0.079
C 8.041916 16.668871 11.379569 -1.525 0.240 -0.120
C 8.192192 17.037402 12.828488 1.529 -1.128 0.953
O 7.102591 16.737724 13.656776 -0.251 0.027 -0.170
O 7.978462 15.269196 11.164424 0.706 0.217 -0.040
H 8.873150 17.119116 10.826225 -0.104 -0.051 -0.170
H 7.060923 17.069161 11.008364 0.880 0.042 0.251
H 8.385702 18.088919 12.848621 -0.134 0.958 0.274
H 9.151708 16.571135 13.281431 -1.105 0.362 -0.807
H 6.874795 15.791228 13.547653 0.001 0.136 -0.047
H 8.884626 15.084130 10.851977 -0.248 -0.746 -0.362